Run i
Density functional theory data (the ωB97M-V functional and the def2-TZVPD basis) for one molecule with the formula C6H5NO2.

Values from the calculation:
- SMILES = O=c1nccccc1O
- HOMO-LUMO gap (eV) = 8.100
- highest occupied orbital energy (eV) = -8.4568
- 2S+1 = 1

Each line ends with the natural charge from an NBO analysis.
Positions of all 14 atoms, in Å:
C -1.13 0.44 0.10  0.31
C -0.22 1.41 0.21  -0.32
C 1.08 1.16 -0.15  -0.11
C 1.64 -0.07 -0.32  -0.33
C 1.35 -1.42 0.25  0.13
C -1.08 -1.10 -0.23  0.60
H -3.04 0.00 -0.37  0.53
H -0.80 2.36 0.62  0.25
H 1.65 1.96 -0.23  0.20
H 2.65 0.08 -0.57  0.20
H 2.29 -2.14 0.52  0.22
N 0.13 -1.91 0.25  -0.48
O -2.34 0.79 0.10  -0.65
O -2.19 -1.57 -0.18  -0.55

=====

Run ii
Density functional theory data (the ωB97M-V functional and the def2-TZVPD basis) for one molecule with the formula C6H5NO2.

Values from the calculation:
- SMILES = O=C(O)c1ccccn1
- HOMO-LUMO gap (eV) = 10.222
- highest occupied orbital energy (eV) = -10.0293
- 2S+1 = 1

Each line ends with the natural charge from an NBO analysis.
Positions of all 14 atoms, in Å:
C 0.31 1.07 1.28  0.75
C 0.07 0.08 0.15  0.10
C 0.35 -1.24 0.36  -0.24
C -0.03 -2.08 -0.68  -0.11
C -0.57 -1.56 -1.94  -0.24
C -0.72 -0.24 -1.96  0.05
H 0.85 2.36 0.11  0.50
H 0.66 -1.74 1.19  0.24
H 0.17 -3.11 -0.64  0.21
H -0.70 -2.14 -2.75  0.22
H -1.07 0.24 -2.65  0.17
N -0.45 0.64 -0.91  -0.42
O 0.87 2.18 0.99  -0.62
O -0.03 0.79 2.48  -0.59

=====

Which is the most stable structure? run ii is the most stable.

=====

Run i
Density functional theory data (the ωB97M-V functional and the def2-TZVPD basis) for C3H7O4Tl as an isolated structure.

Values from the calculation:
- HOMO-LUMO gap (eV) = 4.222
- total charge = +2
- highest occupied orbital energy (eV) = -19.3783
- 2S+1 = 1

Each line ends with the natural charge from an NBO analysis.
Positions of all 15 atoms, in Å:
Tl -0.16 -2.60 2.55  1.01
O -1.62 -0.16 2.57  -0.36
H -2.36 0.38 2.20  0.48
C -0.84 1.72 0.75  -0.18
O -0.03 1.36 -0.32  -0.30
C 0.31 0.10 -0.57  1.00
O 0.13 -0.85 0.17  -0.53
O 1.04 0.10 -1.67  -0.36
C 1.56 -1.13 -2.12  -0.30
H -1.88 1.40 0.65  0.22
H -0.83 2.81 0.84  0.31
H -0.62 1.28 1.75  0.30
H 0.95 -2.02 -1.96  0.22
H 2.53 -1.39 -1.67  0.24
H 1.83 -1.01 -3.17  0.26

=====

Run ii
Density functional theory data (the ωB97M-V functional and the def2-TZVPD basis) for C3H7O4Tl as an isolated structure.

Values from the calculation:
- HOMO-LUMO gap (eV) = 3.519
- total charge = +2
- highest occupied orbital energy (eV) = -18.9599
- 2S+1 = 1

Each line ends with the natural charge from an NBO analysis.
Positions of all 15 atoms, in Å:
Tl -15.41 -18.97 6.54  1.22
O -17.90 -18.21 5.86  -0.38
H -18.20 -17.29 5.64  0.49
C -19.91 -21.08 7.96  -0.27
O -19.24 -20.87 9.19  -0.29
C -17.94 -20.65 9.22  1.01
O -17.34 -20.12 8.31  -0.54
O -17.50 -21.01 10.37  -0.37
C -16.10 -21.01 10.58  -0.30
H -19.25 -21.58 7.26  0.21
H -20.25 -20.12 7.54  0.26
H -20.81 -21.69 8.10  0.28
H -15.81 -21.67 11.40  0.26
H -15.67 -20.03 10.77  0.22
H -15.54 -21.46 9.75  0.20

=====

Which is the most stable structure? run i is the most stable.

=====

Run i
Density functional theory data (the ωB97M-V functional and the def2-TZVPD basis) for a 2-piece molecular cluster, C5H14NO overall.

Values from the calculation:
- HOMO-LUMO gap (spin up / spin down) (eV) = 4.689 / 8.630
- highest occupied orbital energy (spin up / spin down) (eV) = -4.0918 / -8.2707
- 2S+1 = 2

Each line ends with the natural charge from an NBO analysis.
Positions of all 21 atoms, in Å:
C 1.62 -1.97 0.64  -0.66
C 1.57 -1.00 1.73  -0.43
C 1.37 0.47 1.13  -0.41
C 0.10 0.56 0.24  -0.12
C -0.28 1.89 0.14  -0.58
N -0.74 -0.54 0.08  -0.79
H 1.23 -2.94 0.98  0.22
H 2.73 -2.06 0.57  0.23
H 1.42 -1.66 -0.35  0.20
H 2.47 -1.01 2.37  0.21
H 0.79 -1.07 2.51  0.20
H 1.19 1.23 1.98  0.20
H 2.25 0.82 0.54  0.21
H -1.15 2.38 -0.46  0.19
H 0.23 2.77 0.69  0.20
H -1.47 -0.39 -0.58  0.43
H -1.24 -0.92 0.94  0.25
H -0.16 -1.33 -0.37  0.44
H -4.21 1.03 -4.69  0.46
H -4.06 1.89 -3.61  0.46
O -3.67 1.85 -4.49  -0.92

=====

Run ii
Density functional theory data (the ωB97M-V functional and the def2-TZVPD basis) for a 2-piece molecular cluster, C5H14NO overall.

Values from the calculation:
- HOMO-LUMO gap (spin up / spin down) (eV) = 3.369 / 4.462
- highest occupied orbital energy (spin up / spin down) (eV) = -3.5615 / -4.7466
- 2S+1 = 2

Each line ends with the natural charge from an NBO analysis.
Positions of all 21 atoms, in Å:
C 2.10 -0.76 0.04  -0.63
C 0.97 0.23 -0.22  -0.03
C -0.31 -0.01 0.51  -0.55
C -0.10 -0.33 2.02  -0.46
C -0.75 0.28 3.11  -0.67
N 0.66 0.17 -1.74  -0.69
H 2.84 -0.59 -0.75  0.19
H 2.57 -0.70 1.01  0.27
H 1.62 -1.73 -0.08  0.21
H 1.34 1.26 -0.11  0.20
H -0.88 -0.91 0.23  0.20
H -0.98 0.85 0.47  0.21
H 0.81 -0.90 2.22  0.14
H -0.14 0.89 3.79  0.15
H -1.79 0.12 3.42  0.16
H 0.51 -0.82 -1.91  0.43
H 1.46 0.47 -2.29  0.41
H -0.11 0.76 -1.90  0.45
H -2.59 1.07 -3.05  0.48
H -2.67 0.36 -1.64  0.49
O -2.26 0.34 -2.52  -0.97

=====

Which is the most stable structure? run i is the most stable.

=====

Run i
Density functional theory data (the ωB97M-V functional and the def2-TZVPD basis) for an isolated ion of composition C3H4N3O2S and charge -1.

Values from the calculation:
- SMILES = [O-][N+]([O-])=NC1=NCCS1
- HOMO-LUMO gap (eV) = 7.273
- total charge = -1
- highest occupied orbital energy (eV) = -3.7570
- 2S+1 = 1

Each line ends with the natural charge from an NBO analysis.
Positions of all 13 atoms, in Å:
C -0.47 0.18 0.61  0.21
C 1.57 0.89 -0.34  -0.25
C 1.28 -0.44 -1.12  -0.57
N 0.77 0.98 0.87  -0.58
N -1.41 0.03 1.48  -0.43
N -2.51 -0.57 1.13  0.60
O -3.29 -0.78 2.05  -0.45
O -2.79 -0.82 -0.09  -0.51
S -0.59 -0.56 -0.94  0.26
H 2.60 1.13 -0.08  0.18
H 1.29 1.71 -1.03  0.14
H 1.86 -0.54 -2.10  0.21
H 1.70 -1.21 -0.44  0.19

=====

Run ii
Density functional theory data (the ωB97M-V functional and the def2-TZVPD basis) for an isolated ion of composition C3H4N3O2S and charge -1.

Values from the calculation:
- HOMO-LUMO gap (eV) = 7.020
- total charge = -1
- highest occupied orbital energy (eV) = -3.7523
- 2S+1 = 1

Each line ends with the natural charge from an NBO analysis.
Positions of all 13 atoms, in Å:
C 1.76 -0.19 0.28  -0.08
C 2.66 -0.26 1.38  -0.14
C -0.65 0.10 0.17  -0.42
N 1.96 -0.20 2.52  -0.27
N 0.66 -0.10 2.22  -0.14
N 0.57 -0.02 0.85  -0.20
O 4.47 -1.64 0.24  -1.06
O 4.79 0.78 0.37  -1.05
S 4.52 -0.44 1.20  1.48
H 1.96 -0.43 -0.74  0.23
H -1.39 0.49 0.99  0.23
H -0.61 0.63 -0.82  0.22
H -1.05 -0.91 -0.26  0.19

=====

Which is the most stable structure? run ii is the most stable.

=====

Run i
Density functional theory data (the ωB97M-V functional and the def2-TZVPD basis) for a 2-piece molecular cluster, C10H18OSi2 overall.

Values from the calculation:
- HOMO-LUMO gap (eV) = 7.996
- highest occupied orbital energy (eV) = -8.4368
- 2S+1 = 1

Each line ends with the natural charge from an NBO analysis.
Positions of all 31 atoms, in Å:
C -0.49 -0.84 1.37  0.04
C 0.42 -1.78 1.21  -0.24
C -1.00 -0.83 -0.97  0.02
C -1.33 0.25 -1.72  -0.21
C 0.02 -1.89 -1.29  -0.44
C -1.51 -2.76 0.41  -0.38
C -1.58 -1.17 0.42  -0.30
C -0.04 -2.78 0.21  -0.23
C -0.54 0.39 2.23  -0.65
C -2.32 1.31 -1.44  -0.65
O 3.12 2.55 -1.02  -1.34
Si 4.59 2.63 -0.38  1.22
Si 1.62 2.13 -1.46  1.04
H -0.78 0.44 -2.61  0.19
H -0.31 -2.63 -2.07  0.23
H 1.01 -1.41 -1.37  0.22
H -1.86 -3.15 1.37  0.21
H -2.09 -3.25 -0.32  0.20
H -2.61 -0.96 0.75  0.23
H 0.43 -3.76 0.06  0.22
H -1.34 1.03 2.01  0.22
H 0.49 0.75 2.39  0.24
H -0.80 0.03 3.28  0.22
H -2.74 1.20 -0.38  0.21
H -3.26 1.10 -2.13  0.22
H -1.94 2.33 -1.70  0.22
H 5.51 1.35 -0.48  -0.18
H 5.22 3.89 -0.88  -0.19
H 4.57 2.78 1.24  -0.21
H 1.43 -1.90 1.63  0.21
H 1.18 1.60 0.01  -0.34

=====

Run ii
Density functional theory data (the ωB97M-V functional and the def2-TZVPD basis) for one molecule with the formula C10H18OSi2.

Values from the calculation:
- SMILES = C/C=C1/C[C@@H]2C[C@H]1C(C)=C2[SiH2]O[SiH3]
- HOMO-LUMO gap (eV) = 9.153
- highest occupied orbital energy (eV) = -8.4231
- 2S+1 = 1

Each line ends with the natural charge from an NBO analysis.
Positions of all 31 atoms, in Å:
C 0.76 -0.05 0.24  0.05
C 0.00 -0.12 1.32  -0.41
C -0.21 1.97 -0.47  0.04
C -0.53 2.26 -1.73  -0.22
C -1.15 1.81 0.74  -0.43
C 1.13 1.93 1.52  -0.39
C 1.11 1.43 0.08  -0.30
C -0.24 1.27 1.84  -0.26
C 1.29 -1.03 -0.77  -0.66
C 0.46 2.30 -2.82  -0.63
O -0.87 -3.25 1.42  -1.29
Si -1.29 -4.41 0.33  1.25
Si -0.68 -1.86 2.21  1.47
H -1.46 2.52 -2.10  0.20
H -1.50 2.82 0.94  0.22
H -1.97 1.08 0.51  0.22
H 1.85 1.33 2.07  0.21
H 1.27 3.01 1.63  0.21
H 2.08 1.53 -0.61  0.21
H -0.55 1.48 2.87  0.23
H 1.48 -0.65 -1.73  0.23
H 0.51 -1.79 -0.50  0.23
H 2.26 -1.37 -0.32  0.22
H 0.04 1.90 -3.72  0.21
H 1.46 1.75 -2.59  0.20
H 0.90 3.32 -3.12  0.21
H -1.85 -3.63 -0.72  -0.20
H -0.04 -5.15 0.28  -0.18
H -2.32 -5.07 1.08  -0.21
H 0.28 -2.14 3.18  -0.23
H -2.08 -1.52 2.75  -0.22

=====

Which is the most stable structure? run ii is the most stable.

=====

Run i
Density functional theory data (the ωB97M-V functional and the def2-TZVPD basis) for C22H38N5Ti as an isolated structure.

Values from the calculation:
- HOMO-LUMO gap (spin up / spin down) (eV) = 5.711 / 6.885
- highest occupied orbital energy (spin up / spin down) (eV) = -5.3242 / -6.5004
- 2S+1 = 2

Each line ends with the natural charge from an NBO analysis.
Positions of all 66 atoms, in Å:
Ti 0.19 -0.04 0.05  1.42
N 1.11 -1.52 3.39  -0.85
C 2.38 -1.02 2.89  -0.22
C 2.79 -1.59 1.52  -0.22
N 2.04 -1.22 0.28  -0.51
C 1.55 -2.43 -0.42  -0.24
C 0.39 -3.05 0.33  -0.24
N -0.67 -2.04 0.49  -0.87
C 2.93 -0.44 -0.61  -0.23
C 3.12 0.96 -0.04  -0.23
N 1.78 1.56 0.09  -0.86
H 0.39 -0.87 3.05  0.40
H 1.09 -1.44 4.40  0.36
H 3.16 -1.36 3.58  0.20
H 2.42 0.08 2.87  0.17
H 2.79 -2.67 1.62  0.21
H 3.83 -1.29 1.37  0.20
H 2.36 -3.16 -0.56  0.20
H 1.20 -2.13 -1.41  0.24
H 0.71 -3.38 1.31  0.22
H 0.05 -3.93 -0.23  0.20
H -1.11 -2.12 1.39  0.40
H -1.37 -2.12 -0.23  0.41
H 2.45 -0.34 -1.58  0.24
H 3.90 -0.94 -0.75  0.20
H 3.76 1.54 -0.71  0.21
H 3.61 0.92 0.93  0.20
H 1.64 2.33 -0.55  0.39
H 1.60 1.91 1.03  0.41
C -1.61 0.55 -1.31  -0.20
C -0.37 0.85 -1.96  -0.19
C 0.01 -0.31 -2.68  -0.16
C -1.00 -1.29 -2.52  -0.10
C -2.00 -0.75 -1.71  -0.08
C -3.33 -1.38 -1.37  -0.64
C -1.01 -2.65 -3.17  -0.64
C 1.10 -0.39 -3.72  -0.63
C 0.06 2.25 -2.34  -0.62
C -2.60 1.55 -0.77  -0.61
H -4.12 -0.93 -1.98  0.22
H -3.59 -1.20 -0.32  0.22
H -3.34 -2.45 -1.56  0.21
H -1.52 -2.61 -4.14  0.22
H -1.52 -3.39 -2.56  0.20
H 0.01 -3.01 -3.36  0.20
H 0.67 -0.29 -4.72  0.22
H 1.64 -1.34 -3.70  0.20
H 1.83 0.42 -3.60  0.21
H -0.48 2.56 -3.24  0.22
H 1.12 2.31 -2.58  0.19
H -0.18 2.97 -1.56  0.21
H -3.43 1.67 -1.47  0.20
H -2.14 2.52 -0.61  0.22
H -3.02 1.23 0.19  0.22
N -0.46 0.67 1.48  -1.05
C -1.10 1.68 2.12  0.16
C -0.87 3.04 1.79  -0.24
C -1.53 4.07 2.43  -0.21
C -2.45 3.81 3.44  -0.28
C -2.69 2.49 3.79  -0.18
C -2.03 1.45 3.16  -0.27
H -0.19 3.27 0.98  0.18
H -1.34 5.10 2.13  0.20
H -2.97 4.62 3.94  0.21
H -3.41 2.27 4.57  0.20
H -2.24 0.42 3.44  0.20

=====

Run ii
Density functional theory data (the ωB97M-V functional and the def2-TZVPD basis) for C22H38N5Ti as an isolated structure.

Values from the calculation:
- HOMO-LUMO gap (spin up / spin down) (eV) = 5.653 / 6.704
- highest occupied orbital energy (spin up / spin down) (eV) = -5.4172 / -6.4708
- 2S+1 = 2

Each line ends with the natural charge from an NBO analysis.
Positions of all 66 atoms, in Å:
Ti -0.03 0.06 0.08  1.43
N -2.04 0.73 -0.81  -0.87
C -3.19 0.06 -0.18  -0.22
C -2.76 -1.20 0.58  -0.22
N -1.60 -0.96 1.46  -0.47
C -0.94 -2.23 1.84  -0.22
C 0.45 -2.00 2.44  -0.22
N 1.22 -1.04 1.63  -0.87
C -1.97 -0.15 2.65  -0.23
C -0.95 0.93 2.98  -0.22
N -0.54 1.59 1.73  -0.88
H -1.56 0.08 -1.45  0.42
H -2.29 1.55 -1.34  0.39
H -3.66 0.77 0.50  0.18
H -3.95 -0.23 -0.90  0.20
H -3.62 -1.57 1.15  0.19
H -2.47 -1.97 -0.13  0.24
H -1.56 -2.78 2.56  0.19
H -0.85 -2.83 0.94  0.24
H 0.37 -1.59 3.45  0.19
H 0.94 -2.96 2.53  0.20
H 2.09 -0.74 2.06  0.39
H 1.45 -1.45 0.72  0.42
H -2.94 0.31 2.45  0.20
H -2.12 -0.81 3.51  0.20
H -1.39 1.63 3.70  0.19
H -0.06 0.51 3.43  0.20
H -1.27 2.20 1.37  0.38
H 0.29 2.17 1.82  0.42
C 0.78 2.94 -0.78  -0.09
C 1.63 3.11 0.32  -0.11
C 2.44 1.96 0.44  -0.11
C 2.10 1.06 -0.61  -0.19
C 1.06 1.67 -1.38  -0.21
C 0.73 1.33 -2.81  -0.61
C 3.02 -0.02 -1.11  -0.62
C 3.46 1.73 1.52  -0.63
C 1.64 4.28 1.26  -0.64
C -0.27 3.90 -1.25  -0.63
H 1.39 1.86 -3.50  0.21
H -0.29 1.61 -3.08  0.19
H 0.83 0.26 -3.00  0.23
H 3.51 -0.56 -0.30  0.19
H 3.82 0.40 -1.73  0.21
H 2.49 -0.76 -1.71  0.23
H 4.07 0.85 1.31  0.21
H 3.02 1.57 2.51  0.18
H 4.15 2.57 1.63  0.22
H 1.68 3.99 2.31  0.19
H 0.75 4.91 1.13  0.21
H 2.51 4.93 1.09  0.22
H -0.82 3.51 -2.10  0.20
H 0.15 4.86 -1.57  0.21
H -1.01 4.14 -0.47  0.18
N -0.03 -1.36 -1.02  -1.11
C -0.34 -2.51 -1.72  0.24
C 0.28 -3.74 -1.41  -0.29
C -0.05 -4.90 -2.09  -0.20
C -1.00 -4.89 -3.10  -0.27
C -1.61 -3.69 -3.43  -0.20
C -1.28 -2.52 -2.76  -0.30
H 1.04 -3.75 -0.64  0.20
H 0.45 -5.83 -1.82  0.20
H -1.25 -5.80 -3.63  0.21
H -2.34 -3.65 -4.23  0.21
H -1.75 -1.58 -3.05  0.20

=====

Which is the most stable structure? run ii is the most stable.